# 1
Entry from OMol25: the ion C3H4O2S with charge -2 (the ωB97M-V functional and the def2-TZVPD basis).

Last column: Mulliken charge in e.
Positions of all 10 atoms, in Å:
O -1.10 -1.92 0.29  -0.691
C -0.95 -0.82 0.84  0.417
O -1.68 -0.20 1.68  -0.740
C 0.39 -0.10 0.47  -0.476
C 0.19 0.64 -0.95  -0.678
S 1.85 1.30 -1.46  -0.867
H 1.26 -0.75 0.47  0.271
H 0.61 0.66 1.24  0.260
H 0.06 -0.20 -1.60  0.214
H -0.62 1.39 -0.99  0.291

* structure (SMILES): O=C([O-])CC[S-]
* calculated total energy: -18105.1188 eV
* relative energy (zero: lowest compared OMol25 entry of this formula, charge and spin): 0.407 eV
* net charge: -2
* F_max: 2.96 eV/A
* LUMO energy: 6.347 eV
* frontier orbital gap: 0.19752 hartree
* highest occupied orbital energy: 1.0 eV


# 2
Entry from OMol25: a cluster of 2 separate species, C2H6NO3 in total (the ωB97M-V functional and the def2-TZVPD basis).

Last column: Mulliken charge in e.
Positions of all 12 atoms, in Å:
O -0.93 0.63 1.55  -0.647
C -0.88 0.85 0.34  0.048
N 0.26 0.94 -0.38  -0.233
C 0.33 0.46 -1.97  -0.066
O 0.87 1.31 -2.75  -0.761
H -1.82 1.02 -0.37  0.230
H 1.00 0.66 0.25  0.241
H -0.76 0.24 -2.05  0.066
H 0.74 -0.57 -1.74  0.125
H 0.71 -2.32 1.86  0.306
H 0.01 -1.20 2.50  0.367
O 0.48 -2.01 2.75  -0.678

* calculated total energy: -9804.1737 eV
* relative energy (zero: lowest compared OMol25 entry of this formula, charge and spin): 2.027 eV
* net charge: -1
* F_max: 2.59 eV/A
* LUMO energy: 3.886 eV
* frontier orbital gap: 0.27505 hartree
* highest occupied orbital energy: -3.6 eV


# 3
Entry from OMol25: a cluster of 2 separate species, C12H25N3 in total (the ωB97M-V functional and the def2-TZVPD basis).

Last column: Mulliken charge in e.
Positions of all 40 atoms, in Å:
C -1.56 0.14 -0.94  0.754
C -1.90 -0.68 -2.14  -0.600
C -3.22 0.04 -2.58  -0.711
C -3.80 0.72 -1.29  -0.567
C 0.88 -1.29 1.48  -1.039
C 1.39 0.09 0.99  0.118
C 1.15 -1.39 -0.78  0.291
C 1.34 -1.95 -2.12  -1.327
C 2.91 2.10 1.01  -1.488
C 2.56 0.48 3.07  -1.363
C -2.67 1.33 0.88  -0.647
C 2.65 0.63 1.52  0.652
N 1.53 -0.20 -0.46  0.070
N -2.55 0.80 -0.44  0.137
N 0.61 -2.07 0.23  -0.069
H -1.17 -0.79 -2.98  0.318
H -2.14 -1.66 -1.95  0.482
H -3.04 0.83 -3.39  0.311
H -3.90 -0.70 -2.94  0.375
H -4.18 1.70 -1.42  0.389
H -4.63 0.17 -0.77  0.350
H 1.67 -1.92 1.99  0.502
H 0.10 -1.21 2.26  0.329
H 0.61 0.99 0.99  0.083
H 2.25 -2.60 -2.24  0.310
H 1.27 -1.15 -2.89  0.343
H 0.50 -2.65 -2.18  0.410
H 2.10 2.67 1.01  0.461
H 3.25 2.10 -0.02  0.417
H 3.60 2.43 1.77  0.398
H 2.21 -0.50 3.51  0.318
H 1.62 0.94 3.33  0.426
H 3.44 0.88 3.58  0.378
H -3.38 0.74 1.50  0.353
H -2.90 2.43 0.90  0.318
H -1.73 1.22 1.36  0.159
H 3.51 0.05 1.13  0.249
H 1.91 0.50 -1.08  0.267
H 0.44 -3.14 0.29  0.357
H -0.74 -0.04 -0.18  -0.514

* calculated total energy: -17302.9077 eV
* relative energy (zero: lowest compared OMol25 entry of this formula, charge and spin): 1.375 eV
* net charge: +2
* F_max: 4.90 eV/A
* LUMO energy: -7.394 eV
* frontier orbital gap: 0.35803 hartree
* highest occupied orbital energy: -17.1 eV


# 4
Entry from OMol25: a cluster of 2 separate species, C6H15O3PS in total (the ωB97M-V functional and the def2-TZVPD basis).

Last column: Mulliken charge in e.
Positions of all 26 atoms, in Å:
C -1.13 1.09 -0.40  -0.660
C 0.68 -2.38 2.66  -0.776
C -0.25 0.95 2.34  -1.028
C -1.09 1.91 -3.20  -1.087
C 0.80 -0.35 -2.51  -0.911
C 0.33 -2.33 1.25  -0.559
O 1.50 0.18 0.32  -0.742
O -1.83 -0.54 -2.30  -0.720
O -0.52 -1.27 0.72  -0.383
P 0.06 0.19 0.74  0.863
S -0.84 0.43 -2.00  1.117
H 0.48 2.23 -0.45  0.153
H 1.43 -3.15 2.85  0.375
H 1.14 -1.36 3.02  0.098
H -0.26 -2.68 3.26  0.244
H 0.58 0.70 3.04  0.412
H -0.14 1.93 2.11  0.348
H -1.34 0.79 2.78  0.263
H -0.12 2.38 -3.41  0.338
H -1.50 1.38 -3.97  0.459
H -1.84 2.55 -2.71  0.344
H 1.58 0.17 -1.92  0.332
H 0.85 -1.40 -2.25  0.344
H 1.02 -0.14 -3.62  0.339
H -0.21 -3.16 1.04  0.420
H 1.22 -2.22 0.72  0.419

* calculated total energy: -32726.0683 eV
* relative energy (zero: lowest compared OMol25 entry of this formula, charge and spin): 5.159 eV
* F_max: 4.25 eV/A
* LUMO energy: -0.180 eV
* frontier orbital gap: 0.32144 hartree
* highest occupied orbital energy: -8.9 eV


# 5
Entry from OMol25: a structure of composition C25H37GeN2O2RhSe (the ωB97M-V functional and the def2-TZVPD basis).

Last column: Mulliken charge in e.
Positions of all 69 atoms, in Å:
Rh 0.25 0.02 0.35  0.160
O -0.26 0.18 2.38  -0.958
C -1.00 -0.70 3.00  0.146
C -1.95 -0.24 3.95  -0.167
C -2.74 -1.10 4.67  -0.522
C -2.62 -2.49 4.51  -0.744
C -1.71 -2.97 3.60  -0.544
C -0.91 -2.11 2.83  0.793
C 0.02 -2.74 1.90  -0.593
N 0.66 -2.12 0.99  0.479
C 1.58 -2.77 0.10  -0.785
C 2.83 -1.89 -0.04  -0.762
N 2.41 -0.51 -0.19  -0.232
C 3.23 0.43 0.11  0.086
C 3.00 1.85 0.05  0.529
C 4.10 2.66 0.40  -0.772
C 4.05 4.03 0.37  -0.705
C 2.85 4.64 -0.03  -0.403
C 1.75 3.88 -0.37  -0.488
C 1.77 2.47 -0.33  0.535
O 0.69 1.82 -0.65  -0.853
H -2.02 0.83 4.09  0.513
H -3.45 -0.70 5.38  0.397
H -3.23 -3.17 5.09  0.433
H -1.59 -4.04 3.46  0.324
H 0.15 -3.82 2.02  0.227
H 1.10 -2.84 -0.88  0.204
H 1.84 -3.79 0.43  0.417
H 3.38 -2.21 -0.93  0.350
H 3.48 -2.01 0.83  0.475
H 4.23 0.15 0.46  0.284
H 5.02 2.17 0.70  0.310
H 4.90 4.63 0.64  0.396
H 2.78 5.72 -0.07  0.368
H 0.82 4.35 -0.67  0.421
C -4.07 3.49 0.37  -1.757
C -3.96 2.04 -0.11  1.042
C -5.21 1.25 0.24  -1.258
C -2.71 1.42 0.51  -0.992
H -4.93 3.98 -0.08  0.433
H -3.18 4.06 0.12  0.402
H -4.20 3.52 1.46  0.353
H -3.85 2.06 -1.20  0.228
H -5.32 1.18 1.33  0.279
H -5.19 0.24 -0.15  0.111
H -6.10 1.75 -0.15  0.463
H -1.82 2.03 0.34  0.494
H -2.85 1.29 1.58  0.314
C -5.60 -2.64 -1.66  -1.118
Ge -4.59 -3.52 -0.23  0.659
C -5.02 -2.74 1.51  -0.976
C -5.02 -5.44 -0.21  -1.214
C -2.70 -3.32 -0.58  -1.138
Se -2.31 -0.40 -0.11  0.723
C -2.43 -0.09 -2.03  -1.296
H -6.67 -2.72 -1.47  0.363
H -5.39 -3.11 -2.62  0.381
H -5.35 -1.58 -1.73  0.228
H -6.09 -2.57 1.60  0.430
H -4.51 -1.79 1.65  0.163
H -4.71 -3.41 2.32  0.345
H -6.08 -5.58 -0.01  0.359
H -4.45 -5.95 0.56  0.354
H -4.79 -5.90 -1.17  0.371
H -2.29 -3.40 -1.59  0.482
H -1.99 -3.61 0.18  0.357
H -3.45 -0.23 -2.38  0.232
H -1.78 -0.81 -2.51  0.423
H -2.08 0.91 -2.25  0.442

* calculated total energy: -158468.0221 eV
* relative energy (zero: lowest compared OMol25 entry of this formula, charge and spin): 0.000 eV
* 2S+1: 5
* F_max: 0.70 eV/A
* LUMO energy (alpha / beta): 0.468 / -0.273 eV
* frontier orbital gap (alpha / beta): 0.28426 / 0.27039 hartree
* highest occupied orbital energy (alpha / beta): -7.3 / -7.6 eV


# 6
Entry from OMol25: a cluster of 2 separate species, CH3F2N in total (the ωB97M-V functional and the def2-TZVPD basis).

Last column: Mulliken charge in e.
Positions of all 7 atoms, in Å:
C 0.15 -0.24 -0.49  -0.148
N -0.12 -0.23 0.90  -0.152
F 1.48 -0.35 -0.83  -0.221
F 0.39 0.94 1.42  -0.152
H -0.30 1.21 -1.19  0.191
H -0.56 -1.05 -0.95  0.238
H -1.04 -0.27 1.14  0.245

* calculated total energy: -8006.1187 eV
* relative energy (zero: lowest compared OMol25 entry of this formula, charge and spin): 4.515 eV
* F_max: 5.02 eV/A
* LUMO energy: 0.736 eV
* frontier orbital gap: 0.39772 hartree
* highest occupied orbital energy: -10.1 eV


# 7
Entry from OMol25: a structure of composition C31H9Br4CdF7N7O2S (the ωB97M-V functional and the def2-TZVPD basis).

Last column: Mulliken charge in e.
Positions of all 62 atoms, in Å:
Cd -0.95 -2.03 -0.48  2.135
N 1.25 0.39 2.51  -0.231
C 2.58 0.20 2.06  -0.168
C 3.42 1.29 1.89  -0.427
C 4.71 1.10 1.41  -0.624
C 5.15 -0.17 1.07  -0.647
C 4.29 -1.26 1.22  -0.533
C 3.03 -1.08 1.75  0.627
S 1.95 -2.45 2.03  -0.184
N 0.44 -1.72 1.80  -0.561
C 0.27 -0.49 2.09  0.259
C -1.12 0.05 2.03  0.357
C -1.56 1.02 2.91  -0.531
C -2.86 1.47 2.82  -0.622
C -3.69 0.93 1.84  -0.824
C -3.17 -0.04 1.00  -0.528
N -1.91 -0.47 1.09  0.488
H 0.97 1.36 2.49  0.164
H 3.07 2.28 2.14  0.634
H 5.36 1.95 1.29  0.423
H 6.14 -0.32 0.67  0.385
H 4.61 -2.25 0.93  0.411
H -0.89 1.40 3.67  0.564
H -3.23 2.22 3.50  0.443
H -4.71 1.25 1.73  0.414
H -3.76 -0.47 0.20  0.476
Br -5.32 -7.56 -2.24  -0.152
C -4.34 -6.26 -1.30  0.190
C -4.45 -6.19 0.13  0.309
Br -5.57 -7.40 1.03  -0.154
C -3.74 -5.26 0.84  -0.274
Br -3.83 -5.11 2.71  -0.112
C -2.88 -4.32 0.18  0.342
O -2.21 -3.45 0.79  -0.711
C -2.78 -4.39 -1.29  0.592
O -2.04 -3.56 -1.87  -0.811
C -3.53 -5.39 -1.98  -0.207
Br -3.34 -5.41 -3.85  -0.092
F -0.84 1.80 -0.26  -0.186
C 0.06 2.51 -0.97  0.061
C 0.94 3.27 -0.27  0.868
F 0.85 3.23 1.07  -0.428
C 1.90 4.11 -0.89  0.435
C 1.85 4.06 -2.31  0.122
C 0.97 3.29 -3.00  -0.294
F 1.04 3.32 -4.34  -0.349
C 0.02 2.44 -2.38  0.702
C -0.86 1.60 -3.09  0.485
C -1.59 0.57 -2.44  0.060
N -2.18 -0.28 -1.94  -0.691
C -1.03 1.63 -4.50  -0.209
N -1.25 1.64 -5.63  -0.621
F 2.71 4.80 -3.01  -0.349
C 2.80 4.91 -0.17  0.783
C 2.86 4.92 1.25  -0.105
N 2.95 4.97 2.40  -0.702
C 3.74 5.80 -0.78  -0.077
N 4.50 6.55 -1.20  -0.624
F 0.86 -1.17 -2.77  -0.255
C 0.95 -1.42 -1.43  -0.082
F 1.37 -0.20 -0.90  -0.088
F 2.05 -2.22 -1.30  -0.279

* calculated total energy: -361411.3720 eV
* relative energy (zero: lowest compared OMol25 entry of this formula, charge and spin): 0.952 eV
* net charge: -1
* F_max: 0.30 eV/A
* LUMO energy (alpha / beta): 0.099 / -0.152 eV
* frontier orbital gap (alpha / beta): 0.19514 / 0.20910 hartree
* highest occupied orbital energy (alpha / beta): -5.2 / -5.8 eV


# 8
Entry from OMol25: a structure of composition C4H8O3 (the ωB97M-V functional and the def2-TZVPD basis).

Last column: Mulliken charge in e.
Positions of all 15 atoms, in Å:
C -0.26 0.91 -0.67  -1.195
C -0.63 0.23 0.63  0.321
O -2.04 0.22 0.82  -0.541
C -0.05 -1.21 0.55  -0.504
O 0.73 -1.32 -0.64  -0.335
C 1.34 -0.17 -0.96  0.265
O 2.18 0.44 -0.15  -0.691
H -0.83 0.55 -1.52  0.356
H 1.11 1.10 -0.46  0.226
H -0.38 2.01 -0.62  0.443
H -0.14 0.76 1.46  0.283
H -2.21 0.03 1.75  0.328
H -0.87 -1.92 0.42  0.330
H 0.54 -1.48 1.43  0.269
H 1.52 -0.14 -2.05  0.445

* calculated total energy: -10416.0937 eV
* relative energy (zero: lowest compared OMol25 entry of this formula, charge and spin): 4.910 eV
* F_max: 0.42 eV/A
* LUMO energy: 0.684 eV
* frontier orbital gap: 0.36640 hartree
* highest occupied orbital energy: -9.3 eV


# 9
Entry from OMol25: the molecule C2H5O2PS2 (the ωB97M-V functional and the def2-TZVPD basis).

Last column: Mulliken charge in e.
Positions of all 12 atoms, in Å:
C -1.13 0.33 -0.32  -0.064
C -1.38 -0.90 0.63  -0.971
O 0.13 0.33 -0.90  -0.280
O 2.46 1.36 -0.81  -0.439
P 1.49 0.51 0.10  0.544
S 2.36 -1.29 0.37  -0.350
S -1.27 1.89 0.62  -0.054
H -1.80 0.26 -1.17  0.371
H -0.51 -1.55 0.36  0.227
H -2.40 -1.28 0.69  0.335
H -1.18 -0.61 1.63  0.346
H 3.23 0.95 -1.20  0.335

* calculated total energy: -37207.9507 eV
* relative energy (zero: lowest compared OMol25 entry of this formula, charge and spin): 2.489 eV
* F_max: 2.66 eV/A
* LUMO energy (alpha / beta): -2.478 / -2.371 eV
* frontier orbital gap (alpha / beta): 0.25461 / 0.23876 hartree
* highest occupied orbital energy (alpha / beta): -9.4 / -8.9 eV


# 10
Entry from OMol25: a structure of composition C19H24I2N6OPdS (the ωB97M-V functional and the def2-TZVPD basis).

Last column: Mulliken charge in e.
Positions of all 54 atoms, in Å:
Pd -0.19 0.11 -0.42  0.361
I 0.50 -6.96 2.23  0.053
C 0.36 -4.89 2.14  -0.389
C -0.60 -4.22 2.89  -0.371
C -0.70 -2.84 2.81  -0.166
I -2.15 -1.86 3.93  0.026
C 0.13 -2.06 1.96  0.172
O 0.01 -0.81 1.81  -0.456
C 1.10 -2.79 1.21  1.007
C 1.97 -2.01 0.28  -1.509
N 1.20 -1.45 -0.87  -0.231
C 0.43 -2.47 -1.60  -0.857
C -0.91 -2.64 -0.94  0.954
C -1.48 -3.87 -0.66  -0.813
C -2.69 -3.92 0.00  -0.220
C -3.30 -2.73 0.37  -0.995
C -2.69 -1.54 0.04  -0.036
N -1.52 -1.49 -0.61  -0.027
C 1.21 -4.17 1.31  -0.543
H -1.26 -4.77 3.55  0.374
H 2.75 -2.67 -0.11  0.401
H 2.43 -1.16 0.78  0.377
H 1.84 -0.96 -1.48  0.364
H 0.95 -3.42 -1.65  0.343
H 0.28 -2.11 -2.62  0.408
H -0.95 -4.78 -0.93  0.390
H -3.13 -4.87 0.27  0.422
H -4.23 -2.72 0.92  0.435
H -3.11 -0.58 0.30  0.377
H 1.96 -4.69 0.73  0.397
S 2.24 3.74 0.57  -0.409
C 1.60 2.43 -0.12  0.320
N 1.24 1.47 -0.71  -0.581
C -1.81 4.22 1.74  -1.377
N -1.83 2.87 1.19  0.314
C -1.56 1.80 2.14  -0.953
C -1.88 2.63 -0.13  0.365
N -1.62 1.46 -0.68  -0.163
N -2.33 3.69 -0.91  0.102
C -3.67 4.20 -0.64  -1.128
C -2.02 3.65 -2.33  -1.127
H -1.02 4.26 2.49  0.498
H -2.76 4.47 2.21  0.360
H -1.58 4.94 0.96  0.395
H -1.84 2.16 3.13  0.434
H -0.51 1.52 2.16  0.352
H -2.14 0.91 1.91  0.091
H -1.90 1.46 -1.65  0.152
H -3.87 4.18 0.43  0.339
H -4.43 3.59 -1.14  0.361
H -3.75 5.22 -0.99  0.344
H -2.70 3.00 -2.90  0.404
H -0.99 3.32 -2.48  0.360
H -2.12 4.66 -2.73  0.299

* calculated total energy: -61597.5137 eV
* relative energy (zero: lowest compared OMol25 entry of this formula, charge and spin): 0.319 eV
* F_max: 1.97 eV/A
* LUMO energy: -0.136 eV
* frontier orbital gap: 0.25029 hartree
* highest occupied orbital energy: -6.9 eV


# 11
Entry from OMol25: the molecule C19H13F2N3 (the ωB97M-V functional and the def2-TZVPD basis).

Last column: Mulliken charge in e.
Positions of all 37 atoms, in Å:
F -3.42 2.38 2.27  -0.324
C -3.05 1.06 2.37  -0.019
C -4.00 0.06 2.15  -0.655
C -3.62 -1.27 2.34  -0.582
C -2.33 -1.59 2.78  -0.739
C -1.42 -0.56 3.06  0.557
C -0.12 -0.89 3.75  -0.004
C 1.19 -0.58 3.05  0.314
C 2.21 -1.55 2.97  -0.552
C 3.51 -1.17 2.63  -0.358
C 3.80 0.16 2.35  -0.650
C 2.74 1.06 2.27  0.312
F 3.00 2.39 1.98  -0.318
C 1.42 0.68 2.49  -0.380
C -1.76 0.76 2.82  -0.375
H -5.01 0.33 1.85  0.447
H -4.32 -2.08 2.16  0.375
H -2.01 -2.62 2.95  0.374
H -0.10 -1.95 4.04  0.503
H 1.97 -2.58 3.22  0.419
H 4.30 -1.92 2.60  0.382
H 4.82 0.50 2.17  0.445
H 0.61 1.36 2.25  0.396
H -1.09 1.59 3.01  0.461
C 2.86 -0.01 7.16  -0.718
C 2.07 -0.53 6.12  -0.476
C 0.83 0.07 5.93  0.882
C 0.37 1.14 6.69  0.172
C 1.19 1.70 7.68  -0.540
C 2.43 1.11 7.90  -0.462
N -0.89 1.51 6.24  -1.028
N -1.18 0.72 5.22  -0.198
N -0.18 -0.16 4.99  0.714
H 3.82 -0.46 7.39  0.375
H 2.34 -1.35 5.48  0.464
H 0.83 2.57 8.22  0.432
H 3.09 1.51 8.67  0.356

* structure (SMILES): Fc1cccc(C(c2cccc(F)c2)n2nnc3ccccc32)c1
* calculated total energy: -29817.7256 eV
* F_max: 2.72 eV/A
* LUMO energy: 0.329 eV
* frontier orbital gap: 0.34056 hartree
* highest occupied orbital energy: -8.9 eV


# 12
Entry from OMol25: a cluster of 2 separate species, C6H10FN in total (the ωB97M-V functional and the def2-TZVPD basis).

Last column: Mulliken charge in e.
Positions of all 18 atoms, in Å:
C -0.22 1.31 0.06  -0.436
C 0.37 0.19 -0.39  0.078
C -0.56 1.16 1.56  -0.488
C 0.59 -0.78 0.61  -0.520
C 0.16 -0.14 1.92  -0.508
C 0.90 -0.35 -2.63  0.108
N -0.17 -0.77 -3.40  -0.524
F 1.26 0.82 -3.11  -0.254
H -0.52 2.18 -0.68  0.261
H -0.25 2.11 2.09  0.314
H -1.67 1.13 1.67  0.215
H 0.00 -1.74 0.55  0.192
H 1.62 -1.11 0.47  0.274
H 0.91 0.38 2.60  0.162
H -0.36 -0.88 2.65  0.301
H 1.83 -1.03 -2.62  0.249
H -0.74 -1.34 -2.86  0.283
H -0.65 0.15 -3.58  0.294

* calculated total energy: -10587.1650 eV
* relative energy (zero: lowest compared OMol25 entry of this formula, charge and spin): 3.905 eV
* F_max: 4.42 eV/A
* LUMO energy: 0.998 eV
* frontier orbital gap: 0.34241 hartree
* highest occupied orbital energy: -8.3 eV